# 1
Molecular formula: C35H38IrN11S2Se
Method: DFT, wB97M-V/def2-TZVPD

Its frontier orbital gap (spin up / spin down) is 0.2013 / 0.2005 Ha.

Structure (ORCA input):
```
! RIJCOSX wB97M-V def2-TZVPD def2/J DEFGRID3
* xyz 2 1
Ir 1.5842 -0.6095 0.3978
S -0.4185 -1.3796 -0.4435
C -1.6678 -0.4280 0.2013
N -2.9044 -0.8293 0.2991
C -3.9409 0.0959 0.7781
C -3.6533 1.4785 0.2644
N -2.2807 1.8621 0.6171
C -2.0750 3.2948 0.9309
C -2.7378 3.6560 2.2348
C -2.2459 3.1431 3.4335
C -2.8615 3.4644 4.6317
C -3.9697 4.3037 4.6404
C -4.4585 4.8212 3.4514
C -3.8442 4.4956 2.2487
C -1.3269 0.9686 0.6363
S 0.2697 1.2998 1.0816
C -3.3620 -2.1954 -0.0400
C -4.1946 -2.1832 -1.2958
C -5.5564 -2.4498 -1.2305
C -6.3282 -2.4275 -2.3851
C -5.7397 -2.1330 -3.6047
C -4.3775 -1.8648 -3.6747
C -3.6057 -1.8921 -2.5248
H -3.9653 0.0679 1.8703
H -4.8962 -0.2518 0.3895
H -4.3249 2.1949 0.7343
H -3.7742 1.5350 -0.8205
H -2.5158 3.8560 0.1055
H -1.0053 3.4878 0.9435
H -1.3637 2.5115 3.4297
H -2.4706 3.0764 5.5629
H -4.4440 4.5617 5.5776
H -5.3135 5.4834 3.4574
H -4.2205 4.9125 1.3210
H -3.9531 -2.5385 0.8104
H -2.4826 -2.8292 -0.1296
H -6.0168 -2.6929 -0.2792
H -7.3861 -2.6454 -2.3302
H -6.3390 -2.1204 -4.5049
H -3.9174 -1.6473 -4.6292
H -2.5393 -1.7022 -2.5877
N -0.1690 -0.9609 3.3374
C 0.5766 -2.0288 3.0025
N 0.4040 -3.1263 3.7076
C 1.1585 -4.1800 3.3699
N 0.9845 -5.3112 4.0417
N 2.0904 -4.1709 2.3965
C 2.2002 -3.0502 1.7368
N 1.4554 -1.9329 1.9613
C 3.1771 -2.9128 0.6664
C 3.9766 -3.9460 0.3380
C 4.8666 -3.8379 -0.7851
C 5.0005 -2.6514 -1.3730
C 4.3328 -1.4033 -0.8644
N 3.1586 -1.6785 0.0125
H -0.6432 -1.0330 4.2237
H 0.1036 -0.0473 3.0147
H 0.3264 -5.3468 4.8006
H 1.5604 -6.1081 3.8318
H 3.8806 -4.8632 0.9003
H 5.4029 -4.7074 -1.1366
H 5.6713 -2.5322 -2.2114
H 5.0674 -0.8898 -0.2234
Se 6.0489 3.3120 0.3309
N 6.8987 2.2953 -0.8714
C 6.0224 1.5182 -1.4258
C 6.2667 0.6115 -2.5426
C 5.3192 -0.2622 -2.8770
C 4.0687 -0.4113 -2.0369
N 3.6723 0.8885 -1.5212
C 4.6615 1.6670 -0.9430
N 4.4480 2.5540 -0.0259
H 7.1851 0.7141 -3.1047
H 5.4308 -0.8979 -3.7451
H 3.2560 -0.8051 -2.6481
C 1.8049 1.2498 -3.7610
C 1.4888 1.8366 -2.3906
C 1.7207 3.3446 -2.3594
C 2.3152 1.1878 -1.2570
H 1.1704 1.7111 -4.5170
H 1.6273 0.1723 -3.8015
H 2.8438 1.4406 -4.0344
H 0.4342 1.6301 -2.1676
H 2.7728 3.5767 -2.5374
H 1.4451 3.7723 -1.3937
H 1.1354 3.8355 -3.1370
H 2.2880 1.8393 -0.3883
H 1.7167 0.1873 -1.1605
*
```

Computed Löwdin charges, given in elementary charges: atom 1 (Ir): 0.909, atom 2 (S): 0.779, atom 3 (C): -0.592, atom 4 (N): -0.061, atom 5 (C): -0.062, atom 6 (C): -0.064, atom 7 (N): -0.061, atom 8 (C): -0.085, atom 9 (C): -0.230, atom 10 (C): -0.040, atom 11 (C): -0.060, atom 12 (C): -0.057, atom 13 (C): -0.053, atom 14 (C): -0.040, atom 15 (C): -0.590, atom 16 (S): 0.767, atom 17 (C): -0.086, atom 18 (C): -0.230, atom 19 (C): -0.042, atom 20 (C): -0.054, atom 21 (C): -0.057, atom 22 (C): -0.058, atom 23 (C): -0.039, atom 24 (H): 0.155, atom 25 (H): 0.139, atom 26 (H): 0.140, atom 27 (H): 0.156, atom 28 (H): 0.143, atom 29 (H): 0.095, atom 30 (H): 0.096, atom 31 (H): 0.112, atom 32 (H): 0.116, atom 33 (H): 0.116, atom 34 (H): 0.120, atom 35 (H): 0.142, atom 36 (H): 0.096, atom 37 (H): 0.119, atom 38 (H): 0.116, atom 39 (H): 0.116, atom 40 (H): 0.113, atom 41 (H): 0.095, atom 42 (N): 0.173, atom 43 (C): -0.428, atom 44 (N): 0.191, atom 45 (C): -0.410, atom 46 (N): 0.208, atom 47 (N): 0.198, atom 48 (C): -0.279, atom 49 (N): -0.032, atom 50 (C): -0.242, atom 51 (C): 0.038, atom 52 (C): -0.035, atom 53 (C): 0.003, atom 54 (C): -0.218, atom 55 (N): -0.109, atom 56 (H): 0.123, atom 57 (H): 0.009, atom 58 (H): 0.125, atom 59 (H): 0.127, atom 60 (H): 0.124, atom 61 (H): 0.122, atom 62 (H): 0.115, atom 63 (H): 0.174, atom 64 (Se): 1.119, atom 65 (N): -0.210, atom 66 (C): -0.380, atom 67 (C): 0.014, atom 68 (C): -0.032, atom 69 (C): -0.225, atom 70 (N): -0.042, atom 71 (C): -0.424, atom 72 (N): -0.217, atom 73 (H): 0.129, atom 74 (H): 0.123, atom 75 (H): 0.146, atom 76 (C): -0.051, atom 77 (C): -0.387, atom 78 (C): -0.046, atom 79 (C): -0.277, atom 80 (H): 0.092, atom 81 (H): 0.079, atom 82 (H): 0.091, atom 83 (H): 0.125, atom 84 (H): 0.093, atom 85 (H): 0.081, atom 86 (H): 0.090, atom 87 (H): 0.048, atom 88 (H): 0.009

# 2
Molecular formula: C35H38LaN5O3S2
Method: DFT, wB97M-V/def2-TZVPD

Its frontier orbital gap is 0.2199 Ha.

Structure (ORCA input):
```
! RIJCOSX wB97M-V def2-TZVPD def2/J DEFGRID3
* xyz 4 1
La 0.2469 -0.9983 -0.2954
C -1.6722 -3.6857 0.8807
C -3.0864 -3.1105 0.6337
C -3.3775 -1.6486 0.5276
C -4.7119 -1.2592 0.6596
C -5.0205 0.0818 0.7462
C -4.0022 1.0416 0.5483
C -2.7513 0.5471 0.3572
N -2.4331 -0.7277 0.3697
N -0.6561 -3.4091 -0.2138
C 0.5423 -4.2427 0.0759
C 1.1120 -3.8468 1.4263
C 1.5769 -4.8102 2.2878
C 2.2178 -4.4021 3.4575
C 2.2743 -3.0638 3.7593
C 1.7265 -2.1771 2.8595
N 1.1980 -2.5373 1.6897
C -1.2223 -3.8566 -1.5002
C -0.1970 -3.5943 -2.6077
C -0.0800 -4.5045 -3.6467
C 0.9161 -4.2655 -4.5842
C 1.7111 -3.1184 -4.4875
C 1.5078 -2.2834 -3.4302
N 0.5443 -2.4543 -2.5030
H -1.8027 -4.7753 0.9530
H -1.2362 -3.3928 1.8391
H -3.6277 -3.5465 1.4552
H -3.5082 -3.6723 -0.2046
H -5.5155 -1.9841 0.7674
H -6.0479 0.3861 0.8694
H -4.2258 2.1291 0.5847
H -1.9380 1.2312 0.1143
H 1.3174 -4.2372 -0.6761
H 0.1773 -5.2778 0.0959
H 1.4572 -5.8793 2.1029
H 2.6305 -5.1317 4.1563
H 2.7093 -2.6824 4.6783
H 1.8063 -1.0927 3.0671
H -2.0984 -3.2974 -1.7290
H -1.5588 -4.9190 -1.5611
H -0.6171 -5.4336 -3.6239
H 1.0928 -4.9995 -5.3904
H 2.5310 -2.9494 -5.1508
H 2.0973 -1.3832 -3.2932
O 2.3650 -0.0513 -1.1858
S 3.1184 1.1616 -1.7495
C 3.6674 2.1799 -0.2634
C 3.3690 1.5208 1.0839
C 3.0485 2.5235 2.1739
C 1.6890 3.2232 2.1819
S 0.3428 2.3453 1.3634
O 0.1619 0.9315 1.6878
C -1.0997 3.2029 1.6192
C -1.1577 4.3970 0.8856
C -2.1810 5.2818 1.2444
C -2.9901 4.9967 2.3581
C -2.8699 3.8277 3.0673
C -1.9152 2.9060 2.7042
C 1.9565 2.3656 -2.3969
C 0.5130 2.0737 -2.4282
C -0.2802 3.2638 -2.8994
C 0.2694 4.3541 -3.5115
C 1.6389 4.4811 -3.4971
C 2.4969 3.5042 -2.9220
H 3.2452 3.1639 -0.4304
H 4.7844 2.3334 -0.3724
H 4.1972 0.9280 1.3692
H 2.5622 0.7983 0.8988
H 3.8572 3.2668 2.0907
H 3.1484 2.0271 3.1402
H 1.6226 4.2433 1.7712
H 1.2600 3.2832 3.2030
H -0.4846 4.6849 0.1297
H -2.2936 6.1866 0.7230
H -3.7871 5.6177 2.6895
H -3.5140 3.6681 3.9275
H -1.7784 2.0080 3.2797
H 0.2721 1.2685 -3.1569
H -1.3575 3.1165 -2.8724
H -0.3601 5.0947 -3.9554
H 2.0981 5.3277 -3.9378
H 3.5600 3.6763 -2.8571
O 0.7597 2.4809 -0.1109
N 0.0592 1.5702 -1.1102
*
```

Computed Löwdin charges, given in elementary charges: atom 1 (La): 2.161, atom 2 (C): -0.131, atom 3 (C): -0.100, atom 4 (C): -0.251, atom 5 (C): 0.022, atom 6 (C): 0.012, atom 7 (C): -0.017, atom 8 (C): -0.207, atom 9 (N): -0.003, atom 10 (N): -0.299, atom 11 (C): -0.121, atom 12 (C): -0.296, atom 13 (C): 0.032, atom 14 (C): 0.014, atom 15 (C): -0.018, atom 16 (C): -0.120, atom 17 (N): -0.032, atom 18 (C): -0.127, atom 19 (C): -0.257, atom 20 (C): 0.027, atom 21 (C): 0.024, atom 22 (C): -0.010, atom 23 (C): -0.133, atom 24 (N): -0.039, atom 25 (H): 0.146, atom 26 (H): 0.124, atom 27 (H): 0.136, atom 28 (H): 0.131, atom 29 (H): 0.144, atom 30 (H): 0.131, atom 31 (H): 0.134, atom 32 (H): 0.054, atom 33 (H): 0.134, atom 34 (H): 0.148, atom 35 (H): 0.145, atom 36 (H): 0.144, atom 37 (H): 0.133, atom 38 (H): 0.117, atom 39 (H): 0.116, atom 40 (H): 0.163, atom 41 (H): 0.133, atom 42 (H): 0.149, atom 43 (H): 0.124, atom 44 (H): 0.090, atom 45 (O): -0.712, atom 46 (S): 1.141, atom 47 (C): -0.240, atom 48 (C): -0.227, atom 49 (C): -0.160, atom 50 (C): -0.148, atom 51 (S): 0.895, atom 52 (O): -0.386, atom 53 (C): -0.358, atom 54 (C): -0.031, atom 55 (C): 0.014, atom 56 (C): 0.011, atom 57 (C): -0.022, atom 58 (C): -0.034, atom 59 (C): -0.290, atom 60 (C): -0.320, atom 61 (C): 0.112, atom 62 (C): 0.014, atom 63 (C): 0.113, atom 64 (C): -0.007, atom 65 (H): 0.082, atom 66 (H): 0.140, atom 67 (H): 0.125, atom 68 (H): 0.059, atom 69 (H): 0.150, atom 70 (H): 0.138, atom 71 (H): 0.137, atom 72 (H): 0.143, atom 73 (H): 0.103, atom 74 (H): 0.114, atom 75 (H): 0.129, atom 76 (H): 0.143, atom 77 (H): 0.133, atom 78 (H): 0.206, atom 79 (H): 0.151, atom 80 (H): 0.141, atom 81 (H): 0.146, atom 82 (H): 0.142, atom 83 (O): -0.355, atom 84 (N): -0.123

The records above give, respectively, relative energy (zero: lowest compared OMol25 entry of this formula, charge and spin) values of 322.19 316.21 kJ/mol.
The records above give, respectively, molecular weight values of 948.1 779.8 g mol⁻¹.